Record 1
{"formula": "CH5N3O3", "method": "the ωB97M-V functional and the def2-TZVPD basis", "species": ["H", "O", "N", "O", "H", "N", "O", "C", "N", "H", "H", "H"], "coordinates": [[-2.7728, -0.5907, 0.8637], [0.7025, 2.1259, -0.2427], [0.4378, -1.4728, 0.0839], [1.7752, -1.7128, -0.1340], [-0.2327, -1.8898, -0.6051], [1.1498, 0.7302, -0.0230], [-2.2860, -0.6081, -0.2500], [0.1259, -0.1413, 0.1991], [-1.1188, 0.3687, -0.1203], [1.9879, -0.7541, -0.5595], [1.4014, 2.5501, 0.5822], [-1.1702, 1.3949, 0.2057]], "atomic_forces_ev_per_a": [[2.19, -0.28, -5.12], [3.41, 0.10, 4.61], [-2.57, -0.36, 0.55], [0.27, 2.80, -1.54], [1.12, 0.07, 0.78], [-1.20, -1.15, 1.21], [0.23, 2.68, 6.07], [1.53, 2.85, -3.47], [-1.27, -0.84, 0.72], [0.48, -2.26, 0.91], [-3.30, -1.46, -3.96], [-0.90, -2.15, -0.75]], "total_charge": 0, "homo_lumo_gap_ev": 8.9, "homo_energy_ev": -8.993, "lumo_energy_ev": -0.044}



Record 2
{"formula": "CH6N2O", "method": "the ωB97M-V functional and the def2-TZVPD basis", "species": ["N", "C", "H", "H", "H", "O", "H", "H", "H", "N"], "coordinates": [[2.0575, 0.0431, 0.0292], [-1.5203, -0.5007, 0.0280], [-2.2005, 0.3129, -0.0531], [-0.1936, 1.5540, -0.8291], [2.2445, 0.8748, -0.4198], [0.7927, -0.5806, -0.2076], [-1.5554, -0.9143, 0.9474], [2.0043, 0.1187, 0.9959], [-1.3738, -1.1557, -0.7102], [-0.2554, 0.2478, 0.2193]], "atomic_forces_ev_per_a": [[-1.02, -4.17, 0.51], [2.26, 4.24, 0.65], [-1.15, -0.03, -0.47], [-0.32, -3.22, 2.18], [-0.59, 2.35, -1.53], [0.20, 0.97, -1.14], [-0.96, -1.99, 2.91], [0.60, 0.82, 2.06], [-0.34, -2.52, -3.15], [1.32, 3.55, -2.02]], "total_charge": 0, "homo_lumo_gap_ev": [9.0, 9.0], "homo_energy_ev": [-8.797, -8.799], "lumo_energy_ev": [0.230, 0.229]}



Record 3
{"formula": "C4H9NO", "method": "the ωB97M-V functional and the def2-TZVPD basis", "species": ["H", "H", "H", "C", "C", "O", "C", "H", "N", "H", "H", "H", "C", "H", "H"], "coordinates": [[-3.7159, 0.5370, -0.3654], [-2.4550, 1.6482, 0.2669], [3.7559, 0.5250, 0.0835], [0.5676, -0.2200, -0.4118], [-0.6151, -0.4643, 0.2359], [-1.7983, -0.3859, -0.4266], [1.8758, -0.4954, 0.2354], [1.6861, -0.6701, 1.3421], [2.7237, 0.7006, -0.1131], [-2.9394, 0.2808, 1.2478], [2.3710, -1.3653, -0.1897], [0.5334, 0.1657, -1.4677], [-2.7503, 0.5838, 0.1799], [2.4626, 1.5265, 0.5436], [-0.8455, -0.8897, 1.3072]], "atomic_forces_ev_per_a": [[0.84, -0.22, 0.16], [0.58, -0.65, -0.65], [-1.85, 0.17, -0.22], [-2.53, -0.72, 0.62], [0.82, -0.51, 0.54], [-1.62, 2.19, -0.08], [0.30, 1.33, 0.51], [0.51, 0.13, -1.13], [1.14, 0.91, 2.31], [0.10, 0.00, -0.89], [-0.02, -0.13, 0.00], [0.06, -0.50, 1.26], [-0.21, -1.08, 0.86], [0.52, -1.91, -1.53], [1.37, 0.98, -1.75]], "total_charge": 0, "homo_lumo_gap_ev": 10.0, "homo_energy_ev": -8.851, "lumo_energy_ev": 1.113, "smiles": "CO/C=C/CN"}



Record 4
{"formula": "C4H11NO2", "method": "the ωB97M-V functional and the def2-TZVPD basis", "species": ["C", "H", "C", "H", "H", "N", "O", "H", "H", "H", "H", "O", "H", "C", "C", "H", "H", "H"], "coordinates": [[3.3648, 1.1640, -1.0495], [3.8075, 0.3457, -0.3188], [0.1702, -1.4964, 0.3829], [-4.1733, -0.0691, 0.3145], [-2.2235, -1.7991, 0.4573], [-2.1414, -0.6601, 0.6145], [-0.4241, 0.8692, 0.3102], [4.1416, 1.2569, -1.8649], [-3.0564, 1.1876, 0.1344], [-0.3009, -2.5403, 0.1978], [0.7320, -1.3286, 1.3041], [2.1393, 0.8202, -1.7679], [-3.3824, 0.5442, 1.8764], [-0.8459, -0.3049, 0.3340], [-3.2280, 0.2927, 0.8075], [3.0549, 2.0972, -0.3608], [0.9039, -1.2342, -0.4239], [1.4617, 0.8551, -0.9478]], "atomic_forces_ev_per_a": [[-0.20, 0.12, 0.91], [-1.24, 1.23, -1.36], [-0.60, 0.58, -1.88], [0.79, -0.20, 0.99], [-0.58, 4.33, 0.82], [0.97, -3.74, -1.19], [-0.77, -1.89, -0.46], [-0.74, 0.69, 1.21], [0.37, -0.67, 1.32], [1.03, 1.77, 0.63], [-0.32, -0.63, 0.14], [-1.08, -0.11, 4.16], [0.09, -0.01, -0.79], [0.72, 0.74, 1.58], [-0.89, 0.33, -1.76], [1.56, -1.69, -1.75], [-0.59, -0.69, 0.48], [1.47, -0.18, -3.04]], "total_charge": 0, "homo_lumo_gap_ev": 10.4, "homo_energy_ev": -9.734, "lumo_energy_ev": 0.677, "smiles": "CNC(C)=O.CO"}



Record 5
{"formula": "C23H18F14N2NiO3", "method": "the ωB97M-V functional and the def2-TZVPD basis", "species": ["H", "H", "H", "F", "H", "C", "C", "H", "H", "F", "C", "H", "C", "C", "F", "H", "H", "O", "C", "N", "C", "F", "H", "F", "C", "C", "F", "C", "C", "C", "F", "Ni", "C", "C", "O", "O", "N", "C", "C", "H", "H", "H", "F", "C", "C", "C", "H", "C", "C", "F", "F", "H", "F", "C", "H", "C", "F", "F", "F", "H", "H"], "coordinates": [[1.2752, -4.7666, -4.1000], [4.0683, 1.9231, -2.3278], [-0.3173, -5.1847, -3.4663], [-2.9453, 1.6465, -2.9329], [-0.2370, -2.5781, 0.7863], [1.6151, 1.9688, 0.6790], [0.2737, -4.3762, -3.9065], [4.6752, 4.6514, -0.7391], [-3.2740, -1.0295, 5.4875], [0.2994, 1.6380, 4.1628], [-0.7757, -2.3479, -2.8500], [-2.1536, 0.3130, 5.0831], [1.4790, -1.7713, -1.4234], [-2.0680, -0.3462, -1.8385], [0.5053, 4.5233, 1.2002], [2.3625, -1.5439, -0.8388], [2.1088, 0.4885, -2.3296], [-2.4588, -0.1148, -0.5805], [-1.8017, 0.9886, -2.6330], [0.3929, 0.1110, -0.3490], [1.4690, -2.8652, -2.2639], [-1.0435, 1.8394, -1.9609], [2.3515, -3.4951, -2.3390], [-3.5290, -2.2492, -2.0684], [0.3313, -3.1724, -2.9999], [-0.8015, -1.2403, -2.0033], [2.3115, 1.4814, 3.4025], [-3.3208, -1.0008, -2.5219], [0.3679, -0.9242, -1.2704], [-1.0653, -2.0667, 1.2881], [-1.1945, 0.7658, -3.8249], [-1.1829, -0.0001, 0.9545], [4.9006, 3.6524, -0.3485], [2.3056, 1.1020, -1.4605], [-0.6932, 1.8880, 1.4803], [-2.6113, 0.1991, 2.6047], [-3.7661, -1.7010, 2.9867], [3.4137, 1.9191, -1.4588], [1.3985, 1.0145, -0.3642], [-1.6467, -2.5968, -3.4379], [-1.6364, -1.3642, 4.8681], [5.7155, 3.2442, -0.9521], [-0.5457, 3.9725, 2.9844], [3.6981, 2.7431, -0.3742], [-2.4893, -0.6850, 4.8120], [-2.9528, -0.6762, 3.3796], [5.2748, 3.7819, 0.6700], [1.0136, 1.3427, 3.0535], [0.5357, 3.6922, 2.2520], [-3.2610, -1.0900, -3.8800], [-2.1853, -2.8542, 0.9133], [-0.1817, -4.1280, -4.8683], [0.8208, 0.0331, 2.8203], [0.5662, 2.1789, 1.8028], [2.9556, 3.4195, 1.4837], [2.7680, 2.7464, 0.6568], [-0.8894, -2.4648, 2.6619], [1.5878, 4.0985, 3.0208], [-4.4473, -0.3282, -2.2644], [-3.6423, -2.5607, 3.5003], [-3.7235, -1.8445, 1.9815]], "atomic_forces_ev_per_a": [[0.00, -0.01, -0.01], [0.00, -0.01, 0.00], [0.00, -0.01, 0.00], [-0.13, 0.13, -0.01], [0.10, -0.01, -0.02], [0.02, 0.06, 0.08], [0.01, 0.04, 0.02], [0.00, 0.01, 0.00], [0.02, -0.01, 0.03], [-0.04, 0.03, 0.08], [0.01, 0.03, 0.00], [-0.02, -0.01, -0.01], [0.02, -0.03, 0.02], [-0.03, -0.13, -0.06], [-0.02, 0.06, -0.16], [-0.01, 0.00, 0.00], [0.02, 0.01, 0.01], [0.00, 0.20, 0.15], [-0.07, -0.15, 0.11], [0.03, -0.02, 0.08], [0.00, 0.01, 0.01], [0.07, 0.12, 0.05], [0.00, 0.00, 0.00], [0.02, -0.11, 0.01], [0.00, 0.00, -0.01], [-0.03, 0.00, 0.02], [0.14, 0.02, 0.03], [0.12, -0.04, 0.11], [-0.08, -0.02, 0.01], [0.06, 0.26, 0.06], [0.13, -0.01, -0.21], [0.17, -0.15, -0.48], [-0.04, -0.04, 0.00], [-0.01, 0.00, 0.00], [-0.18, -0.27, 0.09], [-0.20, 0.11, 0.30], [0.00, -0.05, -0.02], [-0.02, 0.03, 0.02], [0.01, -0.06, -0.04], [-0.05, 0.01, 0.00], [0.00, -0.01, -0.01], [0.01, 0.00, 0.00], [-0.20, -0.02, 0.11], [0.04, -0.02, -0.03], [-0.04, 0.03, 0.04], [0.06, 0.00, -0.20], [0.01, 0.01, 0.00], [-0.16, 0.00, -0.12], [0.04, -0.16, -0.05], [0.05, -0.04, -0.20], [-0.16, -0.06, -0.11], [0.00, -0.01, -0.01], [0.07, 0.01, 0.01], [0.20, 0.13, -0.02], [-0.01, -0.01, 0.00], [-0.03, 0.03, -0.02], [0.05, 0.01, 0.15], [0.20, 0.02, 0.13], [-0.14, 0.08, 0.08], [0.00, 0.03, -0.01], [-0.01, -0.01, 0.01]], "total_charge": -2, "homo_lumo_gap_ev": [5.7, 5.7], "homo_energy_ev": [-0.831, -0.823], "lumo_energy_ev": [4.891, 4.891], "spin_multiplicity": 3}



Record 6
{"formula": "C4H12N4", "method": "the ωB97M-V functional and the def2-TZVPD basis", "species": ["C", "N", "H", "H", "H", "H", "C", "H", "H", "H", "N", "N", "C", "N", "H", "H", "H", "C", "H", "H"], "coordinates": [[-0.6160, -0.2728, 0.2934], [1.6786, 0.3425, 0.2972], [-1.7523, -0.4302, 1.9713], [1.8435, -1.2398, -1.9953], [0.5564, -0.0264, -2.2404], [-0.3795, 2.9361, 1.0829], [0.5840, -0.9070, -0.2975], [-2.5583, 0.0113, -0.4138], [1.8579, 1.0087, -0.4496], [0.8977, -1.8035, 0.2337], [-1.5919, 0.1737, -0.6696], [0.0627, 2.2851, 0.4364], [0.8069, -0.9808, -1.7816], [-1.1144, -1.0139, 1.4375], [0.1670, -1.7596, -2.2052], [2.3412, 0.3131, 1.0702], [-1.4847, 1.1642, -0.8899], [0.1836, 1.0949, 0.9447], [0.1380, 0.9473, 2.0323], [-1.6203, -1.8431, 1.1434]], "atomic_forces_ev_per_a": [[-0.34, 2.34, 0.77], [-2.86, -1.04, -0.01], [0.04, -0.05, -0.06], [-0.01, 0.02, 0.01], [-0.06, -0.06, -0.15], [0.55, -0.07, -0.02], [3.06, 0.93, 0.87], [0.26, -0.11, 0.19], [0.43, -0.06, 0.27], [0.02, 0.02, -0.05], [-0.30, -0.37, -0.39], [-0.77, 0.47, -0.64], [-0.14, 0.00, 0.20], [0.02, -0.05, -0.35], [-0.05, 0.18, 0.00], [0.20, -0.47, -0.68], [0.28, 0.06, 0.30], [-0.68, -1.52, -0.38], [0.41, -0.21, 0.08], [-0.06, -0.01, 0.05]], "total_charge": 0, "homo_lumo_gap_ev": 8.2, "homo_energy_ev": -7.187, "lumo_energy_ev": 0.983}



Record 7
{"formula": "C3O3Sc", "method": "the ωB97M-V functional and the def2-TZVPD basis", "species": ["C", "O", "C", "C", "Sc", "O", "O"], "coordinates": [[1.9201, -0.7930, -0.7363], [1.5841, 0.6081, -0.9493], [1.0896, -0.1649, 0.1636], [-3.8962, 0.6526, 0.6313], [-0.6130, 0.5976, 1.2675], [-2.7765, 0.6740, 0.8181], [2.6919, -1.5743, -1.1948]], "atomic_forces_ev_per_a": [[4.47, -3.43, -2.27], [-1.41, -1.61, 2.68], [0.14, 2.50, -2.26], [-1.73, -0.01, -0.30], [-0.22, 0.33, 0.73], [1.43, -0.02, 0.16], [-2.68, 2.24, 1.25]], "total_charge": 2, "homo_lumo_gap_ev": [7.5, 8.2], "homo_energy_ev": [-19.432, -20.105], "lumo_energy_ev": [-11.929, -11.954], "spin_multiplicity": 2}



Record 8
{"formula": "C6H9NO", "method": "the ωB97M-V functional and the def2-TZVPD basis", "species": ["H", "H", "H", "H", "C", "C", "C", "C", "N", "O", "H", "H", "H", "H", "C", "H", "C"], "coordinates": [[-2.9071, 1.2543, -0.2065], [1.6312, -2.1217, -0.3979], [2.0035, -0.0082, -1.0996], [1.4649, 2.1310, -0.4648], [-1.9915, -0.6950, 0.0930], [-0.4917, 1.0907, 0.1486], [-0.4709, -1.0990, 0.0457], [1.1346, 1.3543, 0.2339], [1.6580, 0.0016, -0.1200], [-0.2180, -0.0023, 0.9444], [-0.3534, 0.7926, -0.9802], [1.3601, -1.6152, 1.3051], [-2.8530, -1.3126, -0.0801], [-0.3806, -0.7062, -1.0085], [1.1051, -1.3593, 0.2573], [1.3550, 1.6317, 1.2492], [-2.0461, 0.6634, 0.0804]], "atomic_forces_ev_per_a": [[0.09, -0.04, 0.17], [-0.78, 0.87, 0.46], [-0.40, -0.01, 1.10], [0.29, -0.41, 0.01], [-1.06, -0.13, -0.34], [-0.36, -0.78, -1.70], [0.01, 1.84, 0.68], [-0.60, 0.32, -0.10], [1.61, -0.04, -1.75], [-0.27, -0.78, 0.81], [-0.21, 0.49, 1.17], [-0.44, 0.28, -0.63], [-0.11, -0.23, -0.16], [0.35, -0.60, 0.48], [1.29, -0.85, -0.37], [0.25, 0.01, 0.32], [0.32, 0.06, -0.16]], "total_charge": 0, "homo_lumo_gap_ev": 9.5, "homo_energy_ev": -8.466, "lumo_energy_ev": 1.001, "smiles": "C1=C[C@@H]2CNC[C@@H]1O2"}